DFT (wB97M-V/def2-TZVPD) results for one molecule with the formula C8H8N2OS at a distorted geometry.

```
20
C8H8N2OS (wB97M-V/def2-TZVPD)
C -2.28 1.22 -0.97
C -1.27 2.19 -1.00
C -2.04 -0.05 -0.61
C 0.00 1.84 -0.39
C -0.84 -0.49 -0.10
C 0.17 0.50 0.07
C -0.51 -1.87 0.42
C 0.64 -1.80 1.39
N 2.88 0.57 1.09
N 2.13 -0.72 -1.06
O -1.00 -2.89 -0.02
S 1.77 -0.24 0.35
H -3.34 1.37 -1.36
H -1.23 3.01 -1.74
H -2.82 -0.76 -0.64
H 0.82 2.44 -0.19
H 0.36 -1.14 2.26
H 1.04 -2.68 1.67
H 2.65 1.05 1.96
H 2.88 -1.52 -1.14
```

Kohn-Sham gap = 8.81 eV
Multiplicity = 1
ΔE to the lowest compared entry with this formula, charge and spin = 4.110 eV
Highest occupied orbital energy = -9.241 eV
Structure (SMILES) = N=S1(=N)CC(=O)c2ccccc21
Largest force on an atom = 0.102 Eh/bohr
LUMO energy = -0.43 eV

Atomic partial charges in e from the Löwdin method, atoms 1 to 5: atom 1 (C): -0.090, atom 2 (C): -0.034, atom 3 (C): -0.045, atom 4 (C): -0.010, atom 5 (C): -0.147